# C4H9NO2

One molecule with the formula C4H9NO2 (the ωB97M-V functional and the def2-TZVPD basis, the OMol25 dataset).

Structure (XYZ):
```
16
Properties=species:S:1:pos:R:3:forces:R:3:lowdin_charge:R:1
O -1.875305 0.255195 2.084812 -0.3260 0.2506 0.5821 0.05
C -1.602094 1.180703 1.380544 1.1706 -2.0859 -3.3688 -0.30
N -0.849465 0.980622 0.127498 0.4156 2.8081 1.2722 -0.03
C -0.486198 -0.336802 -0.397358 1.1755 1.2326 -0.2799 -0.19
C 1.024221 -0.361335 -0.455060 3.8011 -0.1878 -1.4202 -0.32
C 1.717842 -1.820372 -0.592779 -0.0858 2.4417 1.9882 -0.02
O 1.617768 0.265133 -1.714650 -2.8682 0.5967 0.4307 -0.13
H -2.041236 2.166876 1.361072 0.1363 0.7726 0.7243 0.12
H -0.050693 1.738243 0.042804 -2.3771 -1.9756 -0.0682 0.16
H -0.858036 -0.505580 -1.434297 -0.1079 0.1941 0.6657 0.14
H -0.838540 -1.114584 0.242068 -0.3648 -0.4697 0.5389 0.11
H 1.483816 0.397112 0.302278 -0.8474 -2.1494 -0.5175 0.15
H 2.125494 -1.906791 -1.582860 0.6506 0.2423 -0.1073 0.06
H 0.981076 -2.561830 -0.539632 -1.2220 -1.2164 0.4377 0.04
H 2.438004 -1.956641 0.254761 -0.4088 -0.0683 -1.0598 0.09
H 0.844037 0.743059 -2.112059 1.2583 -0.3856 0.1820 0.08
```
Forces are in eV/Å.

total charge	0
energy above the lowest of the compared OMol25 structures with the same formula, charge and spin	250.81	kJ/mol
SMILES	C[C@@H](O)CNC=O

***

# C4H9NO2

One molecule with the formula C4H9NO2 (the ωB97M-V functional and the def2-TZVPD basis, the OMol25 dataset).

Structure (XYZ):
```
16
Properties=species:S:1:pos:R:3:forces:R:3:lowdin_charge:R:1
C -1.656375 -0.527392 -0.328372 1.2010 -0.4508 0.6926 -0.28
O -3.051740 -0.277887 -0.336980 0.4255 -0.3087 -0.8821 -0.05
C -0.806447 0.748339 -0.185519 1.1413 -0.0911 0.6378 -0.14
C 0.503835 0.483280 0.716080 -2.2714 -0.7004 -1.0099 -0.09
C 1.399174 -0.495568 0.021314 1.6416 -0.5588 0.2491 -0.55
N 2.727153 -0.178895 -0.160296 -0.2973 -0.1303 -0.3613 0.15
O 1.069123 -1.630113 -0.282997 -0.7055 0.4138 -0.1764 0.04
H -1.228553 -1.102767 -1.152879 -1.0569 0.2816 -0.6934 0.11
H -1.406849 -1.250911 0.458565 -0.1773 0.4210 0.5099 0.11
H -3.173030 0.467673 0.245078 -0.2902 0.2611 0.2522 0.07
H -1.401441 1.560490 0.247262 0.1258 -0.1465 0.2762 0.10
H -0.487661 1.128494 -1.154492 -0.0433 -0.0507 -0.1745 0.11
H 0.091154 -0.112517 1.538193 0.3550 0.4641 0.3536 0.12
H 0.989656 1.387317 1.041956 0.1530 0.2473 0.0820 0.10
H 3.219271 0.666620 0.045907 -0.3612 0.3635 0.1130 0.09
H 3.212726 -0.866162 -0.712815 0.1598 -0.0151 0.1312 0.10
```
Forces are in eV/Å.

total charge	0
energy above the lowest of the compared OMol25 structures with the same formula, charge and spin	115.96	kJ/mol
SMILES	NC(=O)CCCO

***

# C4H9NO2

One molecule with the formula C4H9NO2 (the ωB97M-V functional and the def2-TZVPD basis, the OMol25 dataset).

Structure (XYZ):
```
16
Properties=species:S:1:pos:R:3:forces:R:3:lowdin_charge:R:1
C -2.757071 -0.343321 -0.922793 0.1168 0.6595 -0.2161 -0.09
C -1.671015 0.591053 -0.366577 1.4618 -1.7632 -0.3586 -0.25
N -0.789670 -0.188020 0.573873 -1.1890 0.6158 -0.0443 -0.11
C 0.414187 0.527078 0.971906 0.5026 -0.6954 -0.4254 -0.12
C 1.650512 -0.047677 0.248744 -0.1197 0.5701 -0.0617 -0.53
O 1.364064 -0.850966 -0.775021 0.0852 -0.4323 -0.0171 0.11
O 2.767467 0.288773 0.522935 0.0073 -0.0532 0.0321 0.10
H -2.558027 -1.380466 -0.674086 -0.0757 -0.0703 0.3407 0.07
H -3.724782 -0.007855 -0.551661 -0.1329 -0.3999 -0.0988 0.07
H -2.761973 -0.319732 -2.014211 -0.1863 0.2051 0.0542 0.07
H -0.924654 0.790338 -1.141467 -0.5577 0.6911 -0.2735 0.11
H -2.099888 1.504861 0.037822 0.2086 0.1501 0.1870 0.11
H -1.367715 -0.483036 1.348128 0.3087 -0.0830 0.3094 0.11
H 0.663396 0.435396 2.027604 -0.3336 0.3263 0.0702 0.13
H 0.379341 1.562818 0.628912 0.0183 0.1818 0.4708 0.13
H 0.426847 -1.105403 -0.657244 -0.1145 0.0975 0.0309 0.09
```
Forces are in eV/Å.

total charge	0
energy above the lowest of the compared OMol25 structures with the same formula, charge and spin	102.25	kJ/mol
SMILES	CCNCC(=O)O

***

# C4H9NO2

One molecule with the formula C4H9NO2 (the ωB97M-V functional and the def2-TZVPD basis, the OMol25 dataset).

Structure (XYZ):
```
16
Properties=species:S:1:pos:R:3:forces:R:3:lowdin_charge:R:1
C -2.639747 0.057766 -0.119023 -0.0868 -0.0197 0.0126 -0.11
C -1.219489 0.587413 -0.306168 0.0035 -0.0303 -0.0198 -0.24
C -0.205272 -0.227283 0.478001 -0.2168 -0.0879 0.0395 -0.19
O 1.085166 0.348826 0.247757 0.1526 -0.0435 -0.0269 -0.01
C 2.124080 -0.507671 0.157259 0.0490 -0.2098 0.0179 -0.62
O 2.055042 -1.709536 0.295569 0.0228 0.4224 -0.0451 0.08
N 3.274255 0.187402 -0.089482 0.0266 0.0031 -0.0987 0.17
H -2.947535 0.089926 0.932827 0.0763 0.0017 -0.1447 0.07
H -3.354047 0.658038 -0.689756 0.0805 -0.0765 0.0760 0.07
H -2.732518 -0.979798 -0.460791 0.0562 0.1530 0.0524 0.08
H -0.941794 0.554098 -1.369243 -0.0569 0.0419 0.2203 0.12
H -1.161903 1.636624 0.014665 0.0057 -0.2024 -0.0874 0.11
H -0.411530 -0.192738 1.555576 0.0243 0.0061 -0.1599 0.14
H -0.187251 -1.277311 0.170256 -0.0510 0.1786 0.0157 0.12
H 4.061426 -0.361715 -0.392321 -0.0741 0.0582 0.0597 0.11
H 3.201111 1.135960 -0.425120 -0.0117 -0.1950 0.0883 0.11
```
Forces are in eV/Å.

total charge	0
energy above the lowest of the compared OMol25 structures with the same formula, charge and spin	16.73	kJ/mol
SMILES	CCCOC(N)=O

***

# C4H9NO2

A 2-piece molecular cluster, C4H9NO2 overall (the ωB97M-V functional and the def2-TZVPD basis, the OMol25 dataset).

Structure (XYZ):
```
16
Properties=species:S:1:pos:R:3:forces:R:3:lowdin_charge:R:1
C -1.877328 -0.035490 -1.126441 -0.0802 -0.1300 -0.0290 -0.02
C -1.361279 0.253792 0.052881 -0.0029 0.0479 0.1048 -0.26
C 2.026614 -0.201566 0.386053 0.1881 -0.0008 0.5920 -0.38
C -1.203818 1.649378 0.559961 0.0876 0.0299 -0.0530 -0.11
N 1.870046 -1.521230 0.537690 -0.2345 -0.5840 -0.3940 -0.02
O 1.508642 -2.284493 -0.575633 0.0510 0.1581 0.1545 -0.01
O 1.782211 0.376995 -0.648235 -0.0421 0.1641 -0.4548 0.02
H -1.959311 -1.044366 -1.490803 0.0043 -0.2426 -0.0295 0.05
H -2.236056 0.746254 -1.775378 -0.0997 0.1754 -0.1610 0.06
H -1.000714 -0.535585 0.699855 0.0545 -0.1893 -0.0202 0.09
H 2.364134 0.286395 1.313339 0.0153 0.0104 -0.0341 0.14
H -0.232515 2.036742 0.248689 0.0708 0.0647 0.0759 0.07
H -1.252305 1.686942 1.645852 -0.0520 0.0795 0.0773 0.07
H -1.973315 2.294404 0.141800 -0.0222 0.1169 0.0258 0.07
H 2.197539 -2.094957 1.298966 -0.0015 0.2338 -0.1062 0.15
H 1.347455 -1.613217 -1.268594 0.0634 0.0660 0.2515 0.10
```
Forces are in eV/Å.

total charge	0
energy above the lowest of the compared OMol25 structures with the same formula, charge and spin	326.40	kJ/mol
SMILES	O=CNO.C=CC

***

# C4H9NO2

One molecule with the formula C4H9NO2 (the ωB97M-V functional and the def2-TZVPD basis, the OMol25 dataset).

Structure (XYZ):
```
16
Properties=species:S:1:pos:R:3:forces:R:3:lowdin_charge:R:1
C -0.167916 -1.290269 2.007207 -0.1327 0.0274 1.3888 -0.06
C 0.710598 -0.703946 0.912343 0.3259 0.5970 -0.1689 -0.38
C 0.837054 -1.671044 -0.248612 -0.6206 -0.3507 -0.9911 -0.07
N 0.258610 0.636819 0.458895 -0.0740 -1.1208 -0.1144 0.10
C -0.375001 0.849706 -0.717136 -0.7413 1.4551 0.9418 -0.62
O -0.212318 2.161165 -1.108604 0.2368 -0.4854 -1.0174 0.07
O -1.116779 0.111080 -1.308841 0.3660 -0.6565 -0.4950 0.09
H 0.347685 -1.814877 2.819340 0.6007 -0.3210 -0.5773 0.07
H -0.895996 -1.998241 1.614365 -0.1869 0.2629 -0.0723 0.08
H -0.657853 -0.535982 2.636868 -0.2556 0.1940 -0.7040 0.08
H 1.722021 -0.469072 1.254890 -0.0733 -0.3452 0.3894 0.14
H -0.154053 -2.056920 -0.507908 0.1609 -0.1450 0.2045 0.08
H 1.502134 -2.514112 -0.066113 -0.0016 0.0945 0.3755 0.08
H 1.145167 -1.217645 -1.194153 0.3584 0.2387 0.3049 0.08
H 0.596943 1.420313 0.983599 0.1853 0.2308 -0.2991 0.14
H -0.429789 2.132398 -2.066726 -0.1479 0.3243 0.8346 0.13
```
Forces are in eV/Å.

total charge	0
energy above the lowest of the compared OMol25 structures with the same formula, charge and spin	52.78	kJ/mol
SMILES	CC(C)NC(=O)O

***

- What is the total charge in the second record?
  0